# 1
# C3H3IO2

A 2-piece molecular cluster, C3H3IO2 overall (ωB97M-V with the def2-TZVPD basis set, the Open Molecules 2025 dataset).

The geometry in ORCA input format:
```
! RIJCOSX wB97M-V def2-TZVPD def2/J DEFGRID3
* xyz 0 1
C -0.42 0.25 -0.61
C 0.13 -1.83 1.16
C 0.41 1.51 -0.51
O -1.13 -0.42 -1.26
O 0.90 -2.13 1.94
I -1.75 -2.83 0.57
H 1.33 1.29 -0.84
H 0.43 1.83 0.65
H 0.10 2.33 -1.11
*
```

- total energy (eV) = -15351.645
- molar mass (g/mol) = 197.96
- F_max (eV/Å) = 5.02
- Kohn-Sham gap (alpha / beta) (eV) = 8.04 / 6.40
- ΔE to the lowest compared entry with this formula, charge and spin (kcal per mole) = 66.7
- highest occupied orbital energy (alpha / beta) (eV) = -7.976 / -7.462

# 2
# C3H9NO2

A 2-piece molecular cluster, C3H9NO2 overall (ωB97M-V with the def2-TZVPD basis set, the Open Molecules 2025 dataset).

The geometry in ORCA input format:
```
! RIJCOSX wB97M-V def2-TZVPD def2/J DEFGRID3
* xyz 0 1
C -0.36 -2.42 2.08
N -0.61 -1.09 1.21
C -0.23 -1.26 -0.24
C -0.12 0.11 -0.99
O 0.86 0.62 -1.47
H 0.56 -3.12 2.09
H -1.08 -3.02 1.66
H -0.59 -2.18 3.15
H 0.13 -0.50 1.61
H 0.75 -1.79 -0.33
H -1.07 -1.80 -0.84
H -1.11 0.64 -0.90
H -0.05 3.14 -0.15
H -0.08 3.78 -1.52
O 0.52 3.62 -0.82
*
```

- structure (SMILES) = CNCC=O.O
- total energy (eV) = -8839.937
- molar mass (g/mol) = 91.11
- F_max (eV/Å) = 2.75
- Kohn-Sham gap (eV) = 10.71
- ΔE to the lowest compared entry with this formula, charge and spin (kcal per mole) = 69.6
- highest occupied orbital energy (eV) = -9.939

Q: Among the records above, which one has the highest total energy?
A: C3H9NO2

Q: The highest molar mass belongs to which entry?
A: C3H3IO2

Q: The lowest ΔE to the lowest compared entry with this formula, charge and spin belongs to which entry?
A: C3H3IO2

Q: What is the ΔE to the lowest compared entry with this formula, charge and spin in the first record?
A: 66.7 kcal per mole